[1]
Molecular formula: C3H10NS
Method: DFT, ωB97M-V with the def2-TZVPD basis set

The expectation value of S² is 0.782. The spin multiplicity is 2. As for the energy above the lowest of the compared OMol25 structures with the same formula, charge and spin: 3.398 eV. As for the net charge: +2. The calculation puts the HOMO-LUMO gap (alpha / beta) at 11.037 / 6.726 eV. The total energy comes out at -15575.563 eV. As for the LUMO energy (alpha / beta): -10.195 / -14.002 eV.

XYZ file:
```
15
Properties=species:S:1:pos:R:3:lowdin_charge:R:1
C 1.065 -0.822 0.844 -0.231
N 1.819 -0.441 1.874 0.205
H 0.642 -1.832 0.852 0.145
H 1.664 -0.872 -0.072 0.095
H 1.439 -0.470 2.825 0.174
H 2.219 0.497 1.752 0.170
C 0.176 0.063 -2.028 -0.082
S -0.332 0.458 -0.139 1.150
C -2.377 0.324 -0.445 -0.021
H -0.728 -0.317 -2.492 0.065
H 0.378 1.069 -2.391 0.081
H 0.996 -0.625 -1.868 0.048
H -2.616 0.474 0.602 0.052
H -2.485 -0.623 -0.943 0.065
H -2.550 1.243 -1.006 0.083
```

[2]
Molecular formula: C3H9NS2
Method: DFT, ωB97M-V with the def2-TZVPD basis set

As for the energy above the lowest of the compared OMol25 structures with the same formula, charge and spin: 0.626 eV. The calculation puts the HOMO-LUMO gap at 9.283 eV. The total energy comes out at -26417.051 eV. As for the LUMO energy: 0.626 eV.

XYZ file:
```
15
Properties=species:S:1:pos:R:3:lowdin_charge:R:1
C -0.082 1.094 -2.133 -0.148
N -0.327 0.758 -0.738 -0.172
C 0.738 -0.062 -0.167 -0.302
C 0.544 -0.377 1.325 -0.519
S -1.181 -0.211 1.945 0.402
S -1.428 -1.952 3.026 0.299
H -0.879 1.762 -2.476 0.078
H -0.190 0.201 -2.764 0.079
H 0.895 1.547 -2.339 0.073
H -0.473 1.615 -0.220 0.094
H 0.717 -0.993 -0.716 0.109
H 1.698 0.451 -0.272 0.109
H 1.135 0.250 1.979 0.055
H 0.815 -1.409 1.514 0.042
H -1.980 -2.673 2.037 -0.201
```

[3]
Molecular formula: C3H9Cl3NSi
Method: DFT, ωB97M-V with the def2-TZVPD basis set

As for the energy above the lowest of the compared OMol25 structures with the same formula, charge and spin: 1.697 eV. As for the net charge: +1. The calculation puts the HOMO-LUMO gap at 9.593 eV. The total energy comes out at -50187.378 eV. As for the LUMO energy: -5.119 eV.

XYZ file:
```
17
Properties=species:S:1:pos:R:3:lowdin_charge:R:1
C 0.988 1.448 -0.159 -0.110
C 0.710 -0.742 0.802 -0.116
C -3.223 -1.183 -0.816 -0.656
N 0.178 0.620 0.725 -0.244
Si -2.175 0.222 0.160 -0.107
Cl -2.518 0.057 2.095 0.469
Cl -2.220 1.934 -0.817 0.477
Cl -4.908 -0.681 -0.426 0.551
H 2.046 1.335 0.082 0.102
H 0.844 1.134 -1.191 0.093
H 0.708 2.492 -0.059 0.086
H 1.734 -0.764 1.179 0.102
H 0.090 -1.354 1.453 0.074
H 0.706 -1.180 -0.195 0.097
H -3.102 -1.122 -1.895 0.035
H -3.075 -2.197 -0.462 0.035
H 0.149 1.023 1.657 0.113
```